# C27H36Br4ClN4NiO10P

C27H36Br4ClN4NiO10P as an isolated structure (the ωB97M-V functional and the def2-TZVPD basis, the OMol25 dataset).

Structure (XYZ):
```
84
Properties=species:S:1:pos:R:3:forces:R:3
Ni -0.283427 -0.764109 -0.054700 0.10 -0.31 -0.03
N -0.476620 -1.972243 1.548194 0.08 -0.12 -0.03
C -1.847501 -2.477083 1.488363 0.00 0.02 -0.01
C -2.193668 -3.462303 2.594019 0.01 -0.01 -0.02
C -1.773180 -2.991590 3.989183 0.01 -0.01 0.01
C -2.461725 -1.733294 4.537267 0.00 0.02 0.01
N -2.305021 -0.486552 3.811682 0.01 -0.04 -0.05
C -1.239338 0.375791 3.835513 -0.02 0.04 0.02
N -0.149895 -0.010201 4.603193 0.01 -0.01 0.01
N -1.226380 1.511108 3.235471 -0.02 -0.02 0.05
C -2.058221 -2.983255 0.036235 0.04 0.02 -0.02
O -2.729047 -4.000495 -0.139453 -0.01 0.00 0.00
O -1.486461 -2.253656 -0.835284 -0.07 0.01 0.04
H 0.216276 -2.694888 1.374040 -0.01 -0.02 0.06
H -0.211071 -1.462963 2.379567 -0.03 0.07 -0.03
H -2.497921 -1.605622 1.556325 -0.02 -0.02 0.02
H -1.709151 -4.420130 2.382496 0.00 0.00 -0.02
H -3.268680 -3.656475 2.555804 0.00 0.01 0.02
H -0.685633 -2.862579 4.012109 0.00 0.00 0.00
H -1.979705 -3.790762 4.710077 -0.01 0.01 0.00
H -2.133481 -1.572132 5.568604 0.01 0.00 0.00
H -3.537220 -1.927964 4.581445 -0.01 0.00 0.00
H -2.974647 -0.261598 3.090321 -0.01 0.00 0.01
H 0.080043 -0.991748 4.582707 0.00 -0.01 0.00
H 0.652206 0.571612 4.399206 0.00 0.00 0.00
H -2.131238 1.671058 2.797561 0.00 -0.01 0.00
H -0.329543 1.940910 1.647030 0.01 -0.12 -0.08
Br 4.542905 4.796439 2.955851 0.00 0.00 -0.01
C 3.534609 3.258661 2.511406 -0.02 -0.01 0.00
C 4.022111 1.979880 2.743745 0.03 0.00 0.01
Br 5.747327 1.751604 3.501323 -0.01 0.00 0.00
C 3.267489 0.859926 2.405219 0.00 0.01 -0.01
Br 3.891318 -0.903721 2.686538 -0.01 0.00 0.00
C 2.003066 0.954646 1.770880 0.15 -0.13 -0.03
O 1.346539 -0.068253 1.392976 -0.33 0.26 0.03
C 1.510106 2.284312 1.590810 -0.01 0.00 0.02
O 0.283831 2.420716 1.039694 0.00 0.11 0.06
C 2.252988 3.384701 1.955709 0.02 0.00 -0.07
Br 1.458699 5.079708 1.672254 0.00 0.00 0.00
Cl 3.951427 4.659686 -1.260803 0.00 0.01 0.00
C 3.493206 2.971149 -1.263475 0.03 -0.02 0.01
C 4.410191 2.026552 -0.830235 -0.01 0.01 -0.01
C 4.048058 0.689573 -0.844909 -0.01 0.00 -0.01
C 2.779680 0.295577 -1.259293 0.02 0.01 0.01
C 1.877726 1.264648 -1.674583 0.00 0.03 0.01
C 2.227988 2.609121 -1.687047 -0.02 -0.01 0.00
C 2.426042 -1.183860 -1.250587 0.00 -0.07 -0.01
O 3.350227 -1.981533 -1.397070 0.00 0.01 0.04
O 1.189694 -1.490124 -1.135718 0.05 0.12 -0.06
H 5.383635 2.340843 -0.476459 0.00 0.00 0.00
H 4.740238 -0.076717 -0.521095 0.00 0.00 0.00
H 0.886733 0.966031 -1.996406 0.01 0.00 0.00
H 1.520627 3.366853 -1.996524 0.00 0.00 0.00
C -2.640733 3.768441 0.415411 0.02 0.00 0.00
C -2.872859 3.138342 -0.951446 -0.01 -0.02 0.01
C -3.772471 4.034801 -1.794651 0.00 0.01 0.00
C -1.556202 2.885085 -1.673619 0.00 0.01 0.01
O -3.621578 1.908995 -0.846567 0.00 0.04 -0.02
P -3.337893 0.626926 0.079552 -0.04 -0.13 0.03
O -4.215213 -0.457720 -0.390639 0.00 0.01 -0.01
O -1.856305 0.461963 0.289806 0.08 0.23 0.02
O -3.833712 1.112254 1.574442 0.01 0.01 0.01
C -5.215901 1.148918 1.989085 0.01 -0.01 -0.01
C -5.200813 1.987298 3.261665 0.01 0.00 -0.01
C -5.696412 -0.270268 2.283755 0.00 0.00 0.00
C -6.104966 1.800312 0.935199 0.00 0.01 0.00
H -2.121102 4.721003 0.292926 0.00 0.00 0.00
H -2.015874 3.137829 1.041869 -0.03 0.02 -0.02
H -3.592186 3.946497 0.921393 0.00 0.00 0.00
H -3.290337 4.999320 -1.966486 0.00 0.00 0.00
H -4.724405 4.200696 -1.286135 0.00 0.00 0.00
H -3.972546 3.561118 -2.756652 0.00 0.00 0.00
H -1.055990 3.837547 -1.867361 0.00 0.00 -0.01
H -1.746813 2.383291 -2.624565 0.00 -0.01 0.00
H -0.896767 2.275330 -1.061600 0.00 0.00 0.01
H -4.524117 1.545302 3.995904 0.00 0.00 0.01
H -6.202287 2.043257 3.694429 0.00 0.00 0.00
H -4.852967 2.998351 3.042462 0.00 0.00 0.00
H -5.125333 -0.704181 3.109328 0.01 0.00 0.00
H -5.571657 -0.890310 1.397081 0.00 0.00 0.00
H -6.748477 -0.255134 2.580258 0.00 0.00 0.00
H -5.748615 2.804483 0.701794 0.00 0.00 0.00
H -7.125305 1.870908 1.320767 0.00 0.00 0.00
H -6.107200 1.210561 0.019478 0.00 0.00 0.00
```
Positions in Å, forces in eV/Å.

Its expectation value of S² is 2.004. As for the spin multiplicity: 3. The charge is -2. The energy above the lowest of the compared OMol25 structures with the same formula, charge and spin comes out at 0.00 kJ/mol. As for the HOMO-LUMO gap (spin up / spin down): 6.6 / 6.6 eV. The value obtained for the maximum force is 0.42 eV/Å.

Mulliken population analysis, charges in e, atoms 1 to 4: atom 1 (Ni): 0.514, atom 2 (N): -0.292, atom 3 (C): 2.377, atom 4 (C): -0.920

# C17H21N5O3

One molecule with the formula C17H21N5O3 (the ωB97M-V functional and the def2-TZVPD basis, the OMol25 dataset).

Structure (XYZ):
```
46
Properties=species:S:1:pos:R:3:forces:R:3
C 1.943298 2.568330 -0.029129 0.11 0.34 0.24
H 1.196516 2.904632 0.691986 0.22 0.01 -0.12
H 2.908061 2.428208 0.467406 0.00 0.00 -0.05
H 2.040508 3.314424 -0.822123 0.01 -0.03 -0.01
O 1.451582 1.344008 -0.538216 -0.09 -0.31 -0.19
C 2.110444 0.731359 -1.541425 0.01 -0.31 -0.15
C 3.319754 1.168187 -2.078729 -0.11 0.24 0.24
C 3.939717 0.450432 -3.084254 -0.08 -0.14 -0.05
C 3.378078 -0.719020 -3.568387 0.12 -0.03 -0.13
C 2.186639 -1.172012 -3.034979 -0.12 0.18 0.16
C 1.539212 -0.461861 -2.029895 0.24 0.62 -0.05
C 0.229400 -0.905044 -1.499194 -0.10 -0.45 -0.06
O -0.713726 -0.152828 -1.397626 0.02 0.02 -0.05
C 0.113949 -2.380323 -1.122393 -0.28 -0.12 0.19
H 0.013376 -2.933883 -2.063875 0.00 0.00 0.00
C -1.155949 -2.622919 -0.286011 -0.10 0.08 -0.48
N -1.031326 -2.039082 1.027040 0.32 -0.28 -0.01
C -1.798074 -1.072524 1.581246 -0.34 -0.04 -0.17
O -1.596847 -0.671745 2.712335 -0.10 0.18 0.24
C -2.941117 -0.510720 0.739827 0.08 0.40 0.28
H -3.718329 -1.269863 0.629966 0.00 0.03 -0.06
H -2.573718 -0.232027 -0.247752 -0.10 -0.17 0.00
C -3.539897 0.709201 1.433301 -0.57 -0.51 0.10
N -2.568707 1.756051 1.597820 1.13 0.63 -0.45
C -1.392893 1.987120 0.980741 -0.51 0.02 0.29
N -0.863239 3.066646 1.502757 0.54 -0.23 -0.62
N -1.715767 3.486384 2.430369 0.12 0.78 0.57
N -2.724685 2.725788 2.501186 -1.14 -0.47 0.43
H -0.963339 1.402699 0.196715 0.10 -0.26 -0.25
H -4.384921 1.097820 0.853602 0.12 -0.09 0.09
H -3.890073 0.447239 2.435742 0.05 0.07 -0.19
C 0.106654 -2.539248 1.774247 0.28 0.21 0.36
H -0.004943 -3.621578 1.912765 0.01 0.02 0.02
C 1.396952 -2.238775 1.017603 -0.14 -0.32 -0.03
C 1.342355 -2.889255 -0.361358 0.11 0.15 0.00
H 1.263040 -3.973668 -0.247813 0.02 -0.03 -0.04
H 2.254125 -2.674540 -0.919429 -0.03 -0.12 0.02
H 1.505419 -1.157382 0.911626 0.06 0.10 0.08
H 2.249812 -2.616606 1.582256 0.04 0.05 0.02
H 0.099108 -2.051131 2.749642 -0.01 -0.17 -0.12
H -1.297052 -3.706045 -0.170998 -0.02 0.08 -0.07
H -2.020548 -2.217136 -0.807112 0.02 -0.06 0.07
H 1.733371 -2.071496 -3.424348 -0.03 -0.14 0.00
H 3.863289 -1.272148 -4.357237 0.04 -0.05 -0.07
H 4.871900 0.810958 -3.492633 0.08 0.03 -0.02
H 3.778203 2.074330 -1.717067 0.02 0.08 0.07
```
Positions in Å, forces in eV/Å.

The charge is 0. The energy above the lowest of the compared OMol25 structures with the same formula, charge and spin comes out at 304.96 kJ/mol. As for the HOMO-LUMO gap: 9.2 eV. The value obtained for the maximum force is 1.37 eV/Å. As for the SMILES: COc1ccccc1C(=O)[C@H]1CCCN(C(=O)CCn2cnnn2)C1.

natural (NBO) population analysis, charges in e, atoms 1 to 4: atom 1 (C): -0.275, atom 2 (H): 0.249, atom 3 (H): 0.173, atom 4 (H): 0.176